No. 1
{
  "formula": "C47H68BMoN11PS3Te",
  "method": "ωB97M-V/def2-TZVPD",
  "homo_lumo_gap_ev": [5.6, 5.8],
  "max_force_ev_per_a": 1.3,
  "multiplicity": 3,
  "total_energy_ha": -4330.27487,
  "total_charge": 3,
  "de_lowest_kcal_mol": 6.1,
  "symbols": ["Mo", "C", "N", "C", "C", "N", "B", "N", "C", "C", "N", "C", "C", "S", "C", "S", "H", "H", "H", "H", "H", "H", "H", "H", "H", "H", "H", "H", "C", "C", "C", "C", "C", "C", "C", "C", "N", "C", "C", "C", "C", "N", "C", "C", "C", "C", "C", "C", "C", "C", "H", "H", "H", "H", "H", "H", "H", "H", "H", "H", "H", "H", "H", "H", "H", "H", "H", "H", "H", "H", "H", "H", "H", "H", "C", "N", "C", "C", "S", "N", "C", "C", "H", "H", "H", "H", "H", "H", "H", "H", "H", "H", "H", "H", "C", "Te", "C", "C", "C", "C", "C", "C", "C", "H", "H", "H", "H", "H", "H", "H", "H", "C", "N", "C", "N", "C", "N", "C", "P", "C", "C", "H", "H", "H", "H", "H", "H", "H", "H", "H", "H", "H", "H"],
  "positions_angstrom": [[0.06, -0.50, -0.19], [-0.04, -4.80, 2.92], [0.61, -4.96, 1.62], [1.39, -6.02, 1.26], [1.80, -5.80, -0.01], [1.25, -4.61, -0.43], [1.67, -3.91, -1.76], [3.13, -3.43, -1.52], [4.28, -3.93, -2.07], [5.33, -3.38, -1.41], [4.80, -2.53, -0.47], [5.60, -1.79, 0.50], [3.46, -2.56, -0.57], [2.40, -1.70, 0.50], [0.53, -4.11, 0.57], [-0.57, -2.77, 0.63], [0.58, -5.28, 3.67], [-1.03, -5.25, 2.91], [-0.13, -3.74, 3.14], [1.59, -6.84, 1.94], [2.42, -6.40, -0.65], [1.64, -4.68, -2.68], [0.98, -2.95, -1.91], [4.26, -4.66, -2.87], [6.39, -3.53, -1.51], [6.47, -2.39, 0.77], [5.01, -1.60, 1.39], [5.94, -0.85, 0.07], [3.98, 0.44, -1.67], [3.00, 1.48, -2.11], [3.47, 2.76, -2.37], [2.69, 3.70, -3.02], [1.44, 3.34, -3.50], [0.92, 2.07, -3.25], [-0.35, 1.69, -3.95], [1.68, 1.18, -2.45], [0.99, -0.05, -2.07], [0.74, -0.88, -3.03], [1.59, -1.01, -4.25], [-0.54, -1.65, -2.94], [-0.96, -2.41, -4.15], [-1.23, -1.46, -1.88], [-2.56, -2.08, -1.83], [-3.66, -1.22, -1.77], [-3.49, 0.26, -1.69], [-4.95, -1.75, -1.77], [-5.15, -3.12, -1.81], [-4.05, -3.95, -1.90], [-2.75, -3.46, -1.95], [-1.66, -4.46, -2.22], [4.96, 0.69, -2.06], [3.70, -0.54, -2.06], [4.05, 0.36, -0.59], [4.50, 3.00, -2.11], [3.08, 4.69, -3.21], [0.87, 4.03, -4.10], [-0.91, 2.57, -4.25], [-1.01, 1.05, -3.36], [-0.12, 1.16, -4.88], [2.51, -0.45, -4.15], [1.07, -0.69, -5.15], [1.81, -2.07, -4.38], [-0.95, -1.74, -5.02], [-1.96, -2.82, -4.05], [-0.26, -3.22, -4.35], [-2.96, 0.66, -2.56], [-2.92, 0.52, -0.80], [-4.45, 0.76, -1.63], [-5.79, -1.08, -1.74], [-6.15, -3.53, -1.81], [-4.19, -5.02, -1.99], [-1.85, -4.96, -3.17], [-1.65, -5.23, -1.45], [-0.68, -4.02, -2.27], [-4.15, 0.35, 5.02], [-2.90, -0.18, 4.46], [-1.74, 0.07, 5.31], [-2.78, -0.58, 3.18], [-1.24, -0.32, 2.42], [-3.80, -1.19, 2.57], [-3.87, -1.28, 1.12], [-4.77, -2.05, 3.25], [-3.91, 1.30, 5.49], [-4.58, -0.31, 5.76], [-4.87, 0.54, 4.23], [-2.01, -0.18, 6.34], [-1.45, 1.12, 5.27], [-0.90, -0.55, 5.01], [-3.20, -0.55, 0.68], [-4.89, -1.07, 0.80], [-3.59, -2.28, 0.78], [-4.42, -2.29, 4.25], [-4.84, -2.97, 2.68], [-5.75, -1.59, 3.31], [1.12, 2.18, 3.50], [1.68, 0.60, 2.17], [3.29, 1.88, 1.59], [3.15, 3.15, 2.40], [4.05, 4.19, 2.21], [3.93, 5.36, 2.94], [2.91, 5.49, 3.88], [2.01, 4.46, 4.07], [2.12, 3.28, 3.32], [1.16, 1.72, 4.49], [0.10, 2.51, 3.33], [3.25, 2.08, 0.52], [4.21, 1.35, 1.82], [4.85, 4.09, 1.48], [4.64, 6.16, 2.80], [2.82, 6.39, 4.46], [1.21, 4.56, 4.80], [-2.74, 4.55, 0.06], [-2.05, 4.08, 1.25], [-0.79, 4.80, 1.39], [0.07, 4.67, 0.21], [-0.66, 5.11, -0.97], [-1.92, 4.40, -1.14], [-1.73, 3.01, -1.49], [-0.79, 2.06, -0.15], [-1.88, 2.64, 1.26], [0.58, 3.32, 0.07], [-2.96, 5.61, 0.19], [-3.68, 4.01, -0.07], [-0.24, 4.44, 2.26], [-1.01, 5.86, 1.53], [-0.04, 4.97, -1.85], [-0.88, 6.18, -0.86], [-1.18, 2.96, -2.42], [-2.71, 2.56, -1.64], [-1.45, 2.31, 2.19], [-2.86, 2.14, 1.17], [1.27, 3.26, -0.78], [1.12, 3.07, 0.98]]
}

---

No. 2
{
  "formula": "C47H73FIN3O15S",
  "method": "ωB97M-V/def2-TZVPD",
  "homo_lumo_gap_ev": 8.3,
  "max_force_ev_per_a": 2.3,
  "smiles": "CCOc1c(CC(=O)F)c(C[C@@H]2CO2)c2c(c1COc1cc(C)ccc1C(C)C)Nc1c(CON=O)c(I)c(O)c(N)c1S2.COCCOC.COCCOC.COCCOC.COCCOC",
  "total_energy_ha": -3923.00644,
  "symbols": ["C", "C", "O", "C", "C", "C", "C", "O", "F", "C", "C", "C", "C", "O", "C", "C", "C", "C", "O", "C", "C", "C", "C", "C", "C", "C", "C", "C", "C", "N", "C", "C", "C", "O", "N", "O", "C", "I", "C", "O", "C", "N", "C", "S", "H", "H", "H", "H", "H", "H", "H", "H", "H", "H", "H", "H", "H", "H", "H", "H", "H", "H", "H", "H", "H", "H", "H", "H", "H", "H", "H", "H", "H", "H", "H", "H", "H", "C", "O", "C", "C", "O", "C", "H", "H", "H", "H", "H", "H", "H", "H", "H", "H", "C", "O", "C", "C", "O", "C", "H", "H", "H", "H", "H", "H", "H", "H", "H", "H", "C", "O", "C", "C", "O", "C", "H", "H", "H", "H", "H", "H", "H", "H", "H", "H", "C", "O", "C", "C", "O", "C", "H", "H", "H", "H", "H", "H", "H", "H", "H", "H"],
  "positions_angstrom": [[1.67, -1.93, 3.31], [1.80, -0.55, 2.67], [0.74, 0.28, 3.17], [0.20, 1.18, 2.27], [0.90, 2.31, 1.84], [2.29, 2.61, 2.34], [2.37, 3.85, 3.17], [3.21, 4.65, 3.10], [1.37, 4.02, 4.04], [0.26, 3.19, 0.96], [0.93, 4.43, 0.41], [1.28, 4.16, -1.06], [2.00, 2.91, -1.36], [2.60, 4.28, -1.44], [-1.06, 2.93, 0.57], [-1.76, 1.81, 1.02], [-1.11, 0.92, 1.88], [-1.75, -0.33, 2.42], [-1.12, -1.52, 1.92], [-1.80, -2.02, 0.82], [-1.60, -1.36, -0.40], [-2.23, -1.78, -1.56], [-1.96, -1.06, -2.86], [-3.08, -2.88, -1.46], [-3.27, -3.53, -0.25], [-2.63, -3.13, 0.93], [-2.85, -3.93, 2.21], [-2.89, -3.11, 3.50], [-4.08, -4.83, 2.16], [-3.08, 1.61, 0.58], [-3.94, 2.71, 0.78], [-5.17, 2.58, 1.43], [-5.68, 1.27, 1.97], [-6.69, 0.72, 1.09], [-6.07, 0.40, -0.13], [-6.84, 0.34, -1.00], [-5.95, 3.74, 1.58], [-7.81, 3.68, 2.56], [-5.53, 4.98, 1.11], [-6.29, 6.12, 1.27], [-4.30, 5.10, 0.45], [-3.87, 6.34, -0.04], [-3.53, 3.95, 0.30], [-1.96, 4.02, -0.51], [2.57, -2.14, 3.89], [1.57, -2.72, 2.57], [0.85, -1.94, 4.01], [1.80, -0.60, 1.58], [2.76, -0.15, 2.97], [2.98, 2.77, 1.52], [2.68, 1.82, 2.97], [1.88, 4.64, 0.89], [0.25, 5.27, 0.41], [0.54, 4.46, -1.79], [1.84, 2.47, -2.33], [2.75, 2.55, -0.67], [-1.64, -0.34, 3.51], [-2.81, -0.39, 2.19], [-0.92, -0.52, -0.43], [-2.84, -0.55, -3.24], [-1.16, -0.34, -2.71], [-1.60, -1.78, -3.58], [-3.60, -3.21, -2.35], [-3.93, -4.38, -0.27], [-2.00, -4.62, 2.31], [-3.23, -3.74, 4.32], [-3.47, -2.20, 3.42], [-1.87, -2.83, 3.77], [-5.01, -4.27, 2.09], [-4.09, -5.40, 3.09], [-4.01, -5.57, 1.37], [-3.47, 0.75, 0.91], [-4.90, 0.52, 2.07], [-6.17, 1.39, 2.92], [-6.33, 6.34, 2.21], [-4.56, 7.04, 0.22], [-3.01, 6.62, 0.43], [3.01, 2.48, -8.31], [3.58, 3.48, -7.48], [2.74, 3.86, -6.40], [3.19, 3.24, -5.10], [3.02, 1.83, -5.11], [4.23, 1.12, -5.32], [3.78, 2.14, -8.99], [2.65, 1.63, -7.72], [2.18, 2.89, -8.89], [1.70, 3.60, -6.61], [2.81, 4.95, -6.31], [2.58, 3.63, -4.29], [4.24, 3.50, -4.89], [4.87, 1.19, -4.44], [4.76, 1.49, -6.20], [3.98, 0.07, -5.48], [-3.89, 1.36, 5.68], [-2.52, 1.17, 5.98], [-1.69, 2.20, 5.44], [-1.27, 3.19, 6.49], [-2.37, 3.95, 6.97], [-2.84, 3.52, 8.24], [-4.46, 0.64, 6.27], [-4.23, 2.36, 5.94], [-4.09, 1.17, 4.62], [-2.20, 2.71, 4.61], [-0.80, 1.71, 5.03], [-0.56, 3.90, 6.04], [-0.76, 2.68, 7.32], [-2.12, 3.78, 9.02], [-3.02, 2.44, 8.25], [-3.78, 4.03, 8.44], [-1.93, -8.26, 1.20], [-1.83, -7.76, 2.52], [-1.94, -8.77, 3.51], [-0.59, -9.13, 4.09], [0.24, -9.77, 3.13], [1.22, -8.91, 2.58], [-1.66, -7.46, 0.52], [-1.25, -9.11, 1.04], [-2.95, -8.58, 0.98], [-2.43, -9.66, 3.11], [-2.57, -8.37, 4.31], [-0.74, -9.83, 4.91], [-0.10, -8.24, 4.49], [1.99, -8.69, 3.33], [0.79, -7.97, 2.22], [1.68, -9.43, 1.75], [10.31, 0.65, -8.62], [9.64, -0.57, -8.88], [9.13, -1.19, -7.71], [7.63, -0.98, -7.58], [7.32, 0.39, -7.34], [6.84, 1.05, -8.50], [10.51, 1.12, -9.58], [9.70, 1.32, -8.01], [11.26, 0.47, -8.11], [9.64, -0.82, -6.82], [9.32, -2.26, -7.79], [7.27, -1.55, -6.72], [7.12, -1.35, -8.47], [5.83, 0.70, -8.75], [7.50, 0.90, -9.36], [6.78, 2.11, -8.27]]
}

---

No. 3
{
  "formula": "C47H80NO21P2",
  "method": "ωB97M-V/def2-TZVPD",
  "homo_lumo_gap_ev": 2.6,
  "max_force_ev_per_a": 10.3,
  "total_energy_ha": -4155.89127,
  "total_charge": 1,
  "de_lowest_kcal_mol": 121.3,
  "symbols": ["C", "C", "C", "C", "C", "C", "N", "O", "C", "C", "C", "H", "H", "H", "H", "H", "H", "H", "H", "H", "H", "H", "H", "H", "H", "H", "H", "H", "H", "C", "C", "C", "C", "C", "C", "O", "O", "H", "H", "H", "H", "H", "H", "C", "C", "C", "C", "C", "C", "O", "O", "H", "H", "H", "H", "H", "H", "C", "C", "C", "C", "C", "C", "O", "O", "H", "H", "H", "H", "H", "H", "C", "C", "C", "C", "C", "C", "O", "O", "H", "H", "H", "H", "H", "H", "C", "O", "P", "O", "O", "C", "O", "C", "H", "H", "H", "H", "H", "H", "H", "H", "H", "C", "O", "P", "O", "O", "C", "O", "C", "H", "H", "H", "H", "H", "H", "H", "H", "H", "C", "O", "C", "C", "O", "C", "H", "H", "H", "H", "H", "H", "H", "H", "H", "H", "C", "O", "C", "C", "O", "C", "H", "H", "H", "H", "H", "H", "H", "H", "H", "H"],
  "positions_angstrom": [[-0.05, 2.10, -2.36], [-0.35, 0.76, -1.66], [0.32, 0.83, -0.32], [-0.10, -0.11, 0.73], [-1.64, 0.02, 0.94], [-2.49, -0.03, -0.34], [-1.78, 0.76, -1.38], [-2.55, 1.10, -2.49], [-3.86, 0.57, 0.11], [-2.61, -1.51, -0.80], [0.08, -0.63, -2.35], [0.21, 2.96, -1.75], [-0.78, 2.53, -3.05], [0.81, 2.05, -3.04], [0.18, 1.88, -0.05], [1.35, 0.98, -0.63], [0.38, -0.02, 1.71], [0.05, -1.11, 0.35], [-1.92, 0.89, 1.53], [-1.93, -0.81, 1.59], [-4.52, 0.69, -0.75], [-3.75, 1.57, 0.53], [-4.38, -0.07, 0.82], [-3.35, -1.90, -0.10], [-1.71, -2.09, -0.62], [-2.99, -1.68, -1.81], [0.07, -0.53, -3.43], [-0.62, -1.43, -2.15], [1.11, -0.94, -2.18], [-3.79, 0.19, 8.62], [-4.65, -0.49, 9.52], [-5.44, -1.51, 8.97], [-5.19, -2.01, 7.72], [-4.41, -1.30, 6.86], [-3.62, -0.35, 7.35], [-2.76, 0.32, 6.49], [-6.32, -2.10, 9.86], [-3.01, 0.85, 8.97], [-4.85, -0.13, 10.52], [-5.80, -2.80, 7.29], [-4.04, -1.77, 5.96], [-2.01, 0.79, 6.87], [-6.29, -1.64, 10.70], [2.81, -6.59, -4.56], [3.89, -6.13, -5.36], [4.80, -7.06, -6.01], [4.62, -8.42, -5.78], [3.59, -8.94, -5.04], [2.74, -7.99, -4.45], [1.83, -8.45, -3.60], [5.93, -6.41, -6.59], [2.15, -5.89, -4.07], [4.09, -5.07, -5.45], [5.40, -9.04, -6.19], [3.52, -9.97, -4.75], [1.73, -9.39, -3.77], [6.58, -7.04, -6.92], [3.72, 5.93, 3.34], [3.97, 5.21, 2.17], [3.35, 5.59, 1.01], [2.42, 6.64, 1.00], [2.05, 7.20, 2.25], [2.67, 6.83, 3.38], [2.42, 7.48, 4.54], [3.71, 5.03, -0.23], [4.34, 5.78, 4.21], [4.77, 4.49, 2.08], [1.76, 6.85, 0.17], [1.16, 7.80, 2.23], [2.29, 7.04, 5.39], [3.73, 5.78, -0.82], [0.95, -5.96, 1.35], [1.46, -5.28, 2.47], [0.64, -4.77, 3.51], [-0.69, -4.89, 3.39], [-1.22, -5.43, 2.22], [-0.45, -5.99, 1.21], [-1.03, -6.46, 0.08], [1.07, -4.08, 4.63], [1.53, -6.12, 0.45], [2.52, -5.11, 2.56], [-1.38, -4.46, 4.10], [-2.29, -5.48, 2.07], [-0.44, -7.08, -0.36], [2.01, -4.01, 4.76], [6.53, -0.52, 1.93], [7.09, -1.44, 2.82], [6.80, -1.49, 4.42], [5.41, -1.88, 4.75], [7.94, -2.52, 4.91], [8.29, -3.74, 4.30], [7.28, 0.04, 4.91], [8.59, 0.48, 4.75], [6.14, -1.10, 1.09], [7.26, 0.15, 1.47], [5.70, -0.04, 2.44], [7.35, -4.02, 3.83], [8.57, -4.45, 5.08], [9.16, -3.59, 3.66], [9.31, -0.33, 4.59], [9.06, 1.03, 5.56], [8.59, 1.17, 3.90], [2.07, 1.46, -8.59], [3.27, 0.74, -8.30], [4.39, 0.53, -9.57], [4.01, 0.82, -10.97], [5.70, 1.16, -8.98], [5.66, 2.48, -8.56], [4.84, -0.99, -9.47], [4.38, -1.85, -10.49], [2.21, 2.54, -8.68], [1.24, 1.31, -7.91], [1.71, 1.03, -9.52], [4.66, 2.83, -8.29], [6.14, 3.23, -9.21], [6.27, 2.45, -7.66], [3.30, -1.67, -10.52], [4.55, -2.91, -10.32], [4.80, -1.58, -11.46], [-2.62, 5.47, 0.00], [-2.57, 5.39, -1.47], [-3.56, 6.20, -2.03], [-3.22, 6.57, -3.46], [-3.06, 5.46, -4.35], [-2.64, 5.88, -5.63], [-3.56, 5.31, 0.52], [-2.29, 6.47, 0.29], [-2.00, 4.64, 0.34], [-3.54, 7.18, -1.54], [-4.56, 5.78, -1.93], [-2.32, 7.20, -3.45], [-4.02, 7.25, -3.75], [-1.76, 6.52, -5.53], [-3.39, 6.37, -6.25], [-2.17, 5.03, -6.12], [-10.08, 1.14, 1.41], [-8.70, 1.45, 1.66], [-8.58, 2.05, 2.92], [-8.52, 1.03, 4.08], [-9.86, 0.69, 4.58], [-10.17, -0.56, 5.26], [-10.34, 0.15, 1.78], [-10.25, 1.20, 0.33], [-10.78, 1.88, 1.82], [-9.23, 2.90, 3.12], [-7.59, 2.48, 3.07], [-7.94, 1.36, 4.94], [-8.00, 0.17, 3.66], [-10.27, -1.43, 4.62], [-11.00, -0.62, 5.97], [-9.34, -0.90, 5.88]]
}

---

What is the formula in the first record? C47H68BMoN11PS3Te